Version P
Formula: C3H3N3S
Source: the Open Molecules 2025 dataset
Level of theory: ωB97M-V/def2-TZVPD

As for the SMILES: [H]/N=C1/C=NC(=S)N1. As for the molar mass: 113.1 g/mol. The HOMO energy is -9.20 eV. For the frontier orbital gap, the calculation gives 7.8 eV.

Each line ends with the Mulliken charge.
Geometry (Å):
H (-0.01, 1.32, 2.42)  0.262
N (0.71, 0.74, 1.81)  -0.605
C (0.35, 0.25, 0.69)  0.443
C (1.11, -0.79, -0.04)  0.016
N (0.41, -1.21, -1.09)  -0.455
C (-0.75, -0.37, -1.26)  0.163
S (-1.60, -0.36, -2.65)  -0.276
N (-0.92, 0.34, -0.04)  -0.167
H (2.20, -1.07, 0.17)  0.336
H (-1.50, 1.16, -0.03)  0.284



Version Q
Formula: C3H3N3S
Source: the Open Molecules 2025 dataset
Level of theory: ωB97M-V/def2-TZVPD

As for the SMILES: Sc1ncncn1. As for the molar mass: 113.1 g/mol. The HOMO energy is -9.61 eV. For the frontier orbital gap, the calculation gives 9.6 eV.

Each line ends with the Mulliken charge.
Geometry (Å):
S (-0.77, -0.77, 1.89)  -0.278
C (-0.22, -0.10, 0.39)  0.600
N (0.65, -0.95, -0.28)  -0.452
C (0.98, -0.55, -1.50)  0.023
N (0.57, 0.74, -2.00)  -0.545
C (-0.04, 1.58, -1.12)  0.128
N (-0.38, 1.19, 0.12)  -0.471
H (0.30, -1.86, 1.65)  0.233
H (1.87, -0.83, -2.04)  0.354
H (-0.22, 2.61, -1.29)  0.408



Version R
Formula: C3H3N3S
Source: the Open Molecules 2025 dataset
Level of theory: ωB97M-V/def2-TZVPD

As for the SMILES: SN=C1N=CC=N1. As for the molar mass: 113.1 g/mol. The HOMO energy is -9.09 eV. For the frontier orbital gap, the calculation gives 7.2 eV.

Each line ends with the Mulliken charge.
Geometry (Å):
S (0.25, -1.07, 1.84)  -0.051
N (-0.45, 0.38, 1.24)  -0.331
C (-0.16, 0.50, -0.04)  0.632
N (0.64, -0.49, -0.70)  -0.426
C (0.39, -0.21, -2.04)  -0.212
C (-0.35, 1.03, -2.02)  -0.125
N (-0.65, 1.44, -0.84)  -0.503
H (-0.56, -1.09, 3.04)  0.186
H (0.95, -0.57, -2.89)  0.336
H (-0.51, 1.59, -2.83)  0.493



Version S
Formula: C3H3N3S
Source: the Open Molecules 2025 dataset
Level of theory: ωB97M-V/def2-TZVPD

As for the SMILES: S/C=C1/N=CN=N1. As for the molar mass: 113.1 g/mol. The HOMO energy is -9.62 eV. For the frontier orbital gap, the calculation gives 8.2 eV.

Each line ends with the Mulliken charge.
Geometry (Å):
S (-2.64, -0.61, -0.04)  -0.096
C (-1.23, 0.44, 0.01)  0.061
C (0.03, -0.03, -0.01)  0.169
N (1.13, 0.79, -0.04)  -0.511
C (2.14, -0.04, -0.03)  0.049
N (1.73, -1.37, 0.03)  -0.439
N (0.43, -1.35, -0.03)  -0.158
H (-3.49, 0.41, 0.16)  0.149
H (-1.31, 1.53, 0.05)  0.399
H (3.20, 0.24, -0.09)  0.377



Least stable = version R



Version P
Formula: C8H12NPS
Source: the Open Molecules 2025 dataset
Level of theory: ωB97M-V/def2-TZVPD

As for the SMILES: C/C=C/[C@@H]1SC=C[C@H]1/P=N/C. As for the molar mass: 185.2 g/mol. The HOMO energy is -7.53 eV. For the frontier orbital gap, the calculation gives 7.6 eV.

Each line ends with the Mulliken charge.
Geometry (Å):
C (-2.49, -3.04, 0.96)  -1.100
C (-1.60, -2.09, 0.26)  0.128
C (-0.81, -1.25, 0.93)  -0.783
C (-0.02, -0.23, 0.05)  0.248
S (1.76, -0.67, 0.19)  -0.164
C (1.95, 0.47, 1.39)  -0.222
C (0.98, 1.39, 1.61)  -0.899
C (-0.12, 1.17, 0.61)  -0.066
P (0.24, 2.55, -0.59)  -0.145
N (1.01, 1.75, -1.74)  -0.051
C (1.67, 2.21, -2.89)  -0.830
H (-2.16, -4.09, 0.89)  0.267
H (-2.48, -2.69, 1.99)  0.300
H (-3.45, -3.08, 0.30)  0.275
H (-1.66, -2.15, -0.83)  0.324
H (-0.80, -1.09, 2.05)  0.220
H (-0.35, -0.23, -1.10)  0.394
H (2.96, 0.49, 1.83)  0.365
H (0.95, 2.18, 2.34)  0.445
H (-1.11, 1.38, 1.14)  0.481
H (1.27, 1.78, -3.78)  0.273
H (2.64, 1.84, -2.74)  0.305
H (1.62, 3.41, -2.85)  0.237



Version Q
Formula: C8H12NPS
Source: the Open Molecules 2025 dataset
Level of theory: ωB97M-V/def2-TZVPD

As for the molar mass: 185.2 g/mol. The HOMO energy is -7.89 eV. For the frontier orbital gap, the calculation gives 7.8 eV.

Each line ends with the Mulliken charge.
Geometry (Å):
C (1.14, -0.93, 1.55)  -0.699
C (1.11, -2.07, 0.84)  -0.216
C (-2.02, -0.29, -0.32)  -0.248
C (-2.77, 0.82, -0.39)  -0.063
C (0.63, 0.35, 0.95)  -0.346
C (-0.54, -0.40, -0.50)  -0.876
C (-4.27, 0.70, -0.12)  -1.199
C (4.15, 0.47, -0.97)  -0.755
N (2.96, 0.40, -0.13)  0.029
P (1.84, 1.44, 0.03)  -0.216
S (0.27, -2.06, -0.69)  -0.159
H (1.52, -0.71, 2.44)  0.475
H (1.49, -2.96, 1.09)  0.505
H (-2.47, -1.21, -0.06)  0.334
H (-2.21, 1.72, -0.63)  0.401
H (-0.10, 0.86, 1.52)  0.537
H (-0.27, 0.17, -1.28)  0.713
H (-4.50, 1.55, 0.38)  0.381
H (-4.98, 0.76, -0.95)  0.302
H (-4.60, -0.20, 0.56)  0.279
H (4.81, 1.04, -0.26)  0.279
H (4.08, 1.02, -1.93)  0.266
H (4.70, -0.47, -1.12)  0.276



Least stable = version Q



Version P
Formula: CH3ClNO2S
Source: the Open Molecules 2025 dataset
Level of theory: ωB97M-V/def2-TZVPD

The charge is -1. As for the molar mass: 128.6 g/mol. The HOMO energy is -4.07 eV. For the frontier orbital gap, the calculation gives 7.7 eV.

Each line ends with the Mulliken charge.
Geometry (Å):
C (-0.07, 0.96, 0.69)  -0.316
N (0.47, -0.34, 0.15)  -0.349
O (0.35, -2.27, -1.57)  -0.604
O (-1.60, -0.84, -1.29)  -0.567
S (-0.17, -0.89, -1.51)  0.420
Cl (1.32, 1.90, 1.48)  -0.299
H (-0.21, 1.42, -0.23)  0.268
H (-0.83, 1.15, 1.45)  0.260
H (0.74, -1.09, 0.84)  0.185



Version Q
Formula: CH3ClNO2S
Source: the Open Molecules 2025 dataset
Level of theory: ωB97M-V/def2-TZVPD

The charge is -1. As for the molar mass: 128.6 g/mol. The HOMO energy (alpha / beta) is -3.70 / -3.70 eV. For the frontier orbital gap (alpha / beta), the calculation gives 6.4 / 6.4 eV.

Each line ends with the Mulliken charge.
Geometry (Å):
C (-2.02, -1.85, 1.23)  -0.239
N (1.36, 0.17, -0.19)  -0.682
O (0.78, 0.93, 2.24)  -0.601
O (-0.35, 2.05, 0.35)  -0.651
S (0.05, 0.76, 0.96)  0.494
Cl (-1.44, -1.82, 2.80)  -0.010
H (-2.36, -0.81, 1.00)  0.184
H (0.88, -0.35, -0.91)  0.248
H (1.73, 1.01, -0.63)  0.256



Least stable = version Q



Version P
Formula: C3H8S
Source: the Open Molecules 2025 dataset
Level of theory: ωB97M-V/def2-TZVPD

As for the SMILES: C=C.CS. As for the molar mass: 76.2 g/mol. The HOMO energy is -9.00 eV. For the frontier orbital gap, the calculation gives 10.0 eV.

Each line ends with the Mulliken charge.
Geometry (Å):
C (1.47, -0.73, -1.56)  -0.504
C (0.31, -1.18, -1.14)  -0.376
H (1.73, -0.32, -2.51)  0.244
H (2.26, -0.57, -0.88)  0.237
H (-0.54, -1.48, -1.84)  0.172
H (0.02, -1.56, -0.17)  0.230
C (-0.70, 1.45, 1.22)  -0.696
S (-1.96, 0.35, 1.92)  -0.163
H (0.23, 0.90, 1.17)  0.211
H (-0.67, 2.26, 1.99)  0.270
H (-0.90, 1.66, 0.19)  0.307
H (-1.25, -0.77, 1.62)  0.067



Version Q
Formula: C3H8S
Source: the Open Molecules 2025 dataset
Level of theory: ωB97M-V/def2-TZVPD

As for the molar mass: 76.2 g/mol. The HOMO energy is -8.35 eV. For the frontier orbital gap, the calculation gives 6.9 eV.

Each line ends with the Mulliken charge.
Geometry (Å):
C (-1.96, 0.31, -0.30)  -0.875
C (-0.71, -0.13, 0.64)  -0.717
C (1.37, 0.96, -0.02)  -0.546
H (-1.70, 1.23, -0.99)  0.227
H (-2.91, 0.41, 0.14)  0.379
H (-2.36, -0.45, -1.11)  0.290
H (-1.38, -0.79, 1.25)  0.269
H (-0.60, 0.59, 1.47)  0.470
H (0.04, 1.86, 0.60)  0.214
H (2.05, 1.28, -1.85)  0.148
H (2.97, 0.88, 1.29)  0.116
S (0.73, -0.74, -0.17)  0.025



Least stable = version Q



Version P
Formula: C3H8S
Source: the Open Molecules 2025 dataset
Level of theory: ωB97M-V/def2-TZVPD

As for the SMILES: C=CC.S. As for the molar mass: 76.2 g/mol. The HOMO energy is -7.94 eV. For the frontier orbital gap, the calculation gives 8.6 eV.

Each line ends with the Mulliken charge.
Geometry (Å):
C (0.30, -0.18, 1.17)  -0.681
C (1.36, -0.19, 0.42)  -0.044
C (1.48, 0.50, -0.97)  -0.682
H (-0.26, -1.17, 1.23)  0.186
H (-0.33, 0.70, 1.46)  0.314
H (2.28, -0.87, 0.74)  0.242
H (2.03, -0.13, -1.75)  0.273
H (0.48, 0.52, -1.21)  0.149
H (1.99, 1.43, -0.79)  0.248
S (-2.49, -0.24, -0.26)  -0.350
H (-3.28, -0.89, 0.74)  0.180
H (-3.56, 0.52, -0.78)  0.166



Version Q
Formula: C3H8S
Source: the Open Molecules 2025 dataset
Level of theory: ωB97M-V/def2-TZVPD

As for the molar mass: 76.2 g/mol. The HOMO energy is -8.27 eV. For the frontier orbital gap, the calculation gives 8.7 eV.

Each line ends with the Mulliken charge.
Geometry (Å):
C (-0.46, -1.14, 0.23)  -1.146
C (-0.35, 1.40, 0.23)  -1.372
C (0.21, 0.11, -0.27)  0.368
S (1.98, 0.04, -0.19)  -0.247
H (-1.39, -0.72, 0.70)  0.304
H (-0.71, -1.81, -0.54)  0.301
H (0.04, -1.73, 1.09)  0.355
H (-0.09, 1.80, 1.26)  0.312
H (-1.44, 1.45, -0.06)  0.359
H (0.10, 2.13, -0.43)  0.400
H (0.23, -0.14, -2.00)  0.225
H (1.88, -1.39, -0.02)  0.141



Least stable = version P



Version P
Formula: C13H17N
Source: the Open Molecules 2025 dataset
Level of theory: ωB97M-V/def2-TZVPD

As for the molar mass: 187.3 g/mol. The HOMO energy is -8.54 eV. For the frontier orbital gap, the calculation gives 9.5 eV.

Each line ends with the Mulliken charge.
Geometry (Å):
C (-3.26, -0.05, 0.00)  -0.397
C (-2.47, -0.12, 1.35)  -0.763
C (-1.22, -1.11, 0.92)  -0.848
C (0.38, -1.42, -0.79)  -1.516
C (1.63, -0.56, -0.60)  1.160
C (2.82, -1.19, -0.25)  -0.837
C (3.87, -0.55, 0.17)  -0.442
C (3.85, 0.80, 0.43)  -0.635
C (2.62, 1.45, 0.22)  -0.632
C (1.45, 0.76, -0.32)  0.450
C (-0.01, 1.35, -0.23)  -0.601
C (-1.06, 0.56, -0.91)  -0.199
C (-2.56, 1.10, -0.81)  -0.875
H (-2.89, -1.22, -0.59)  0.275
H (-4.42, 0.04, 0.26)  0.309
H (-3.03, -0.73, 2.14)  0.348
H (-2.19, 0.83, 1.71)  0.346
H (-0.40, -0.88, 1.52)  0.496
H (-1.43, -2.23, 0.97)  0.371
H (0.63, -2.48, -0.54)  0.478
H (0.42, -1.58, -1.93)  0.345
H (2.58, -2.22, -0.45)  0.340
H (4.74, -1.08, 0.25)  0.471
H (4.75, 1.22, 0.98)  0.290
H (2.54, 2.46, 0.72)  0.243
H (-0.23, 1.51, 0.86)  0.181
H (0.18, 2.45, -0.58)  0.430
H (-0.88, 0.48, -1.94)  0.739
H (-2.96, 1.28, -1.84)  0.327
H (-2.50, 2.07, -0.18)  0.311
N (-0.96, -0.95, -0.52)  -0.168



Version Q
Formula: C13H17N
Source: the Open Molecules 2025 dataset
Level of theory: ωB97M-V/def2-TZVPD

As for the molar mass: 187.3 g/mol. The HOMO energy is -8.54 eV. For the frontier orbital gap, the calculation gives 9.3 eV.

Each line ends with the Mulliken charge.
Geometry (Å):
C (-4.38, -0.45, -0.95)  -0.119
C (-3.33, -0.74, -0.36)  -0.505
C (-2.18, -1.00, 0.42)  -0.309
N (-1.53, 0.03, 0.88)  0.227
C (-0.57, -0.51, 1.74)  -1.823
H (-0.06, 0.45, 2.24)  0.284
H (0.00, -1.24, 1.71)  0.826
H (-1.14, -0.68, 2.65)  0.531
C (-1.24, 1.01, -0.23)  0.004
C (-0.68, 2.26, 0.46)  -2.419
H (-0.73, 3.27, -0.29)  0.233
H (0.15, 2.32, 0.83)  0.738
H (-1.42, 2.44, 1.11)  0.675
H (-2.09, 1.28, -0.65)  0.803
C (-0.19, 0.44, -1.34)  -0.770
C (1.12, 0.05, -0.60)  0.936
C (2.19, 0.88, -0.43)  -0.274
C (3.38, 0.64, 0.05)  -0.158
C (3.84, -0.53, 0.11)  -0.687
C (2.76, -1.56, 0.03)  -0.590
C (1.49, -1.26, -0.63)  -0.590
H (0.69, -1.94, -0.60)  0.372
H (3.04, -2.54, 0.10)  0.492
H (4.66, -0.86, 0.71)  0.379
H (4.15, 1.64, -0.09)  0.154
H (2.01, 2.11, -0.68)  0.089
H (-0.63, -0.59, -1.70)  0.306
H (-0.05, 1.41, -1.99)  0.357
H (-2.78, -1.66, 1.45)  0.262
H (-1.68, -1.84, -0.06)  0.227
H (-5.26, -0.09, -1.67)  0.348



Least stable = version Q



Version P
Formula: C2H2FNO2
Source: the Open Molecules 2025 dataset
Level of theory: ωB97M-V/def2-TZVPD

As for the SMILES: O=C=CF.N=O. As for the molar mass: 91.0 g/mol. The HOMO energy is -9.38 eV. For the frontier orbital gap, the calculation gives 8.9 eV.

Each line ends with the Mulliken charge.
Geometry (Å):
O (-3.27, -0.96, 0.15)  -0.313
C (-2.26, -0.39, 0.25)  0.661
C (-1.19, 0.36, 0.15)  -0.412
F (0.03, -0.07, -0.31)  -0.213
H (-0.96, 1.43, 0.43)  0.263
N (2.56, 0.27, -0.03)  0.058
O (2.85, -0.82, 0.37)  -0.250
H (2.25, 0.19, -1.02)  0.206



Version Q
Formula: C2H2FNO2
Source: the Open Molecules 2025 dataset
Level of theory: ωB97M-V/def2-TZVPD

As for the SMILES: C=C=O.O=NF. As for the molar mass: 91.0 g/mol. The HOMO energy (alpha / beta) is -9.56 / -9.56 eV. For the frontier orbital gap (alpha / beta), the calculation gives 9.0 / 9.0 eV.

Each line ends with the Mulliken charge.
Geometry (Å):
C (-1.00, -0.01, -0.03)  -0.940
C (-0.50, -1.21, 0.06)  0.847
O (-0.01, -2.24, 0.16)  -0.315
H (-1.43, 0.48, 0.82)  0.283
H (-1.19, 0.43, -1.00)  0.272
O (1.56, 0.99, 1.03)  -0.193
N (0.97, 1.17, 0.06)  0.370
F (1.62, 0.39, -1.12)  -0.324



Least stable = version P